Molecular formula: LiN5O23S2Sr4
Method: DFT, ωB97M-V/def2-TZVPD

```
35
Properties=species:S:1:pos:R:3
Sr -0.8415 -4.8973 -0.1161
Sr 3.2575 -0.6862 -0.3297
Sr -0.1537 -1.6098 2.5690
Sr -2.0175 -0.7844 -3.3988
Li -2.2715 1.0719 0.8995
N 3.4800 2.6072 0.3548
O 3.5094 2.4858 1.6244
O 2.4835 1.9406 -0.1992
O 4.6052 2.7844 -0.0935
N 1.2533 0.6368 -3.8539
O 0.9953 1.5566 -4.6506
O 1.2449 -0.5610 -4.1594
O 1.4080 0.9414 -2.6979
N 3.3569 -0.9604 2.7999
O 3.0863 -1.2158 3.9322
O 2.2845 -1.2712 2.0966
O 4.3700 -0.4717 2.2123
N -3.6315 -2.7062 -0.7925
O -4.5274 -1.8529 -0.8926
O -3.8453 -3.7895 -0.2254
O -2.5932 -2.6531 -1.4824
N -0.2189 1.2899 3.8524
O -0.7026 1.8943 4.8228
O 1.0226 1.3638 3.6669
O -0.9204 0.9067 2.9134
S -2.5799 1.8266 -1.4524
O -1.7055 1.4227 -2.5400
O -3.6527 0.9199 -1.1077
O -1.7095 2.2134 -0.3368
O -3.1381 3.0667 -2.0865
S -0.3533 -1.0820 -0.2813
O 0.7859 -0.3806 0.1931
O -0.3998 -2.5311 0.1279
O -1.5296 -0.4878 0.3666
O -0.3514 -0.9877 -1.7351
```

Calculated values
Molecular weight (g/mol): 859.57
Kohn-Sham gap (eV): 1.71
Strongest force on any atom (Eh/bohr): 0.157
Energy (a.u.): -2930.63386
E_HOMO (eV): -6.67


Molecular formula: C18H31N2O5RuSi2
Method: DFT, ωB97M-V/def2-TZVPD

```
59
Properties=species:S:1:pos:R:3
Ru -0.5426 -0.3772 0.4026
O -2.1333 -1.7242 -0.9569
C -2.8157 -2.6770 -0.1271
C -3.1219 -2.0264 1.2062
N -1.9287 -1.7256 2.0074
C -2.2995 -0.8428 3.1083
C -2.6122 0.5714 2.5482
O -3.6024 1.1595 2.9447
O -1.7378 0.9921 1.7052
C -1.2111 -2.9250 2.4148
C -0.2572 -3.3965 1.2903
O -0.0799 -4.5899 1.1250
O 0.2865 -2.4378 0.6241
H -1.6439 -2.1949 -1.6409
H -2.2141 -3.5770 0.0024
H -3.7605 -2.9551 -0.6002
H -3.7959 -2.6858 1.7681
H -3.6400 -1.0836 1.0141
H -1.4543 -0.7386 3.7902
H -3.1715 -1.2048 3.6623
H -1.8799 -3.7489 2.6817
H -0.5807 -2.6941 3.2739
C 3.7030 2.5082 0.2145
Si 2.4260 1.1635 0.5664
C 1.5156 1.4151 2.2130
C 3.2827 -0.5117 0.7135
C 1.1272 1.0603 -0.8069
C -0.0762 1.8637 -0.7350
C -0.1241 3.1928 -0.2708
C -1.3313 3.8576 -0.2300
C -2.4904 3.2141 -0.6468
C -2.3835 1.9068 -1.0899
N -1.2255 1.2617 -1.1560
Si 1.4019 0.0281 -2.3799
C -0.0124 0.1404 -3.6321
C 2.9050 0.8596 -3.1830
C 1.8581 -1.7942 -2.1646
H 4.5104 2.4605 0.9489
H 3.2839 3.5157 0.2399
H 4.1415 2.3551 -0.7735
H 2.2026 1.5352 3.0518
H 0.9076 0.5252 2.4231
H 0.8351 2.2662 2.2037
H 3.8475 -0.5684 1.6466
H 3.9765 -0.7044 -0.1072
H 2.5453 -1.3167 0.7234
H 0.7923 3.6808 0.0340
H -1.3757 4.8746 0.1377
H -3.4536 3.7006 -0.6080
H -3.2549 1.3454 -1.4084
H -0.2549 1.1803 -3.8590
H -0.9242 -0.3383 -3.2767
H 0.2918 -0.3429 -4.5639
H 2.7538 1.9312 -3.3269
H 3.0917 0.4111 -4.1620
H 3.8041 0.7226 -2.5777
H 1.2635 -2.3114 -1.4108
H 2.9048 -1.8941 -1.8736
H 1.7314 -2.3117 -3.1185
```

Calculated values
Molecular weight (g/mol): 512.70
Kohn-Sham gap (spin up / spin down) (eV): 8.10 / 6.43
Strongest force on any atom (Eh/bohr): 0.027
Energy (a.u.): -1864.06658
2S+1: 6
E_HOMO (spin up / spin down) (eV): -7.74 / -8.53